Entry from the Open Molecules 2025 dataset: a 2-piece molecular cluster, C4H11O2S overall at a distorted geometry (ωB97M-V with the def2-TZVPD basis set).

Geometry as XYZ:
```
18
Properties=species:S:1:pos:R:3:lowdin_spin:R:1
C 0.4176 -0.6560 -1.1304 0.002
O 0.9352 -1.3310 -2.2625 0.001
C -0.2287 -1.4759 -0.0239 0.006
C -1.3223 -0.6508 0.7115 0.036
C -0.6896 0.4967 1.5121 0.075
S -1.5644 2.0558 1.0471 0.850
H -0.2271 0.1853 -1.4037 0.003
H 1.3100 -0.1238 -0.7764 0.000
H -0.8701 -2.2923 -0.3765 0.001
H 0.4929 -1.8243 0.7131 0.000
H -2.0275 -0.3285 -0.0692 0.009
H -2.0145 -1.2866 1.2502 0.000
H 0.3865 0.5288 1.4116 -0.001
H -1.0539 0.4628 2.5419 0.020
H 1.3361 2.5059 -0.1067 -0.001
H 2.7844 2.5195 -0.1267 0.000
H 0.2647 -1.9002 -2.6613 0.000
O 2.0707 3.1147 -0.2501 -0.001
```

Calculated values
E_HOMO (alpha / beta): -0.3501 / -0.3352 Eh
⟨S²⟩: 0.75
energy: -707.58761 hartree
net charge: 0
spin multiplicity: 2


Entry from the Open Molecules 2025 dataset: a 2-piece molecular cluster, C4H11O2S overall (ωB97M-V with the def2-TZVPD basis set).

Geometry as XYZ:
```
18
Properties=species:S:1:pos:R:3:mulliken_charge:R:1
C -0.3804 -2.7927 -2.0449 -1.014
C 1.2861 1.4790 -0.1595 -0.753
C -0.9194 1.3893 1.4398 -0.772
C -1.0334 -2.0197 -0.9650 0.140
O 1.3716 2.2712 2.3003 -0.410
O -0.5775 -1.0362 -0.4278 -0.421
S 0.8264 0.9785 1.5001 0.520
H -0.2647 -3.8256 -1.7165 0.319
H -1.0339 -2.8145 -2.9156 0.325
H 0.5867 -2.3760 -2.3151 0.289
H 0.8195 0.7684 -0.8378 0.307
H 2.3671 1.4295 -0.2637 0.354
H 0.9410 2.4901 -0.3546 0.351
H -1.0441 2.4412 1.2045 0.377
H -1.3768 1.1666 2.3998 0.351
H -1.3698 0.7598 0.6761 0.310
H 1.8211 2.0997 3.1371 0.384
H -2.0197 -2.4086 -0.6573 0.343
```

Calculated values
E_HOMO: -0.5041 Eh
energy: -707.38816 hartree
net charge: +1


Entry from the Open Molecules 2025 dataset: a 3-piece molecular cluster, C4H11O4 overall at a distorted geometry (ωB97M-V with the def2-TZVPD basis set).

Geometry as XYZ:
```
19
Properties=species:S:1:pos:R:3:mulliken_charge:R:1
C 0.8162 0.9611 -1.4947 -0.545
O 1.4414 1.1341 -2.7246 -0.883
C 0.6163 -0.4867 -1.0095 -0.463
C -0.5542 -0.6138 -0.0467 -0.413
C -0.1035 -0.7952 1.3876 -0.100
O -0.8771 -0.7255 2.3277 -0.539
H 1.3510 1.5622 -0.7149 0.171
H -0.1538 1.4321 -1.6043 0.238
H 0.2839 -1.0264 -1.9108 0.173
H 1.6083 -0.8823 -0.8096 0.364
H -1.2123 -1.4333 -0.3777 0.363
H -1.2310 0.2431 -0.0512 0.301
H 0.9372 -0.9829 1.6827 0.391
H 2.0869 2.2075 -4.8563 0.257
H 0.9683 2.1981 -3.8386 0.438
O 1.3121 2.7093 -4.6588 -0.750
H -1.8535 -2.1358 5.3773 0.337
H -3.2074 -2.6057 5.6297 0.308
O -2.4431 -2.3264 6.1145 -0.646
```

Calculated values
E_HOMO: -0.1196 Eh
energy: -459.94862 hartree
net charge: -1


Entry from the Open Molecules 2025 dataset: a 2-piece molecular cluster, C4H11OP overall at a distorted geometry (ωB97M-V with the def2-TZVPD basis set).

Geometry as XYZ:
```
17
Properties=species:S:1:pos:R:3:mulliken_charge:R:1
C 0.2517 1.3384 1.2811 -1.320
C 0.2315 1.2827 -1.3055 -1.284
C -1.4900 -1.6801 -0.0526 -1.068
C 0.4846 0.6362 -0.0007 0.702
O 2.9381 -0.5930 -0.0008 -0.697
P 1.4875 -0.8366 0.0180 0.405
H 1.0713 2.0318 1.4827 0.349
H -0.6677 1.9174 1.2656 0.348
H 0.2288 0.6248 2.1015 0.379
H 0.9812 2.0526 -1.5029 0.346
H -0.7413 1.7675 -1.3390 0.336
H 0.2999 0.5490 -2.1056 0.361
H -1.5959 -1.7949 -1.1119 0.361
H -1.0675 -2.4900 0.5034 0.412
H -2.1922 -1.0447 0.4495 0.303
H 1.0995 -1.5455 1.1429 0.029
H 1.0702 -1.6046 -1.0537 0.040
```

Calculated values
E_HOMO (alpha / beta): -0.3429 / -0.3057 Eh
energy: -575.47108 hartree
net charge: 0


Entry from the Open Molecules 2025 dataset: a 2-piece molecular cluster, C4H11OS overall at a distorted geometry (ωB97M-V with the def2-TZVPD basis set).

Geometry as XYZ:
```
17
Properties=species:S:1:pos:R:3:mulliken_charge:R:1
C 2.0209 -1.0233 -0.3604 -0.995
C 1.9528 0.4708 -0.6067 -0.480
S 0.5312 0.9218 -1.6789 -0.664
H 1.0421 -1.4861 -0.3663 0.239
H 2.6352 -1.5188 -1.1231 0.336
H 2.5327 -1.2426 0.5933 0.240
H 2.8378 0.8164 -1.1306 0.269
H 1.8487 1.0758 0.2952 0.280
H -0.8137 1.7158 0.0731 0.114
C -2.3022 0.6061 0.5093 -0.186
O -1.5878 1.8355 0.6721 -0.574
C -1.3777 -0.6191 0.5457 -0.947
H -3.0306 0.5435 1.3145 0.306
H -2.7856 0.6486 -0.4600 0.177
H -0.4075 -0.3105 0.9142 0.201
H -1.7900 -1.3568 1.2437 0.403
H -1.3064 -1.0771 -0.4351 0.282
```

Calculated values
E_HOMO: -0.0955 Eh
energy: -632.44484 hartree
net charge: -1


Entry from the Open Molecules 2025 dataset: a 2-piece molecular cluster, C4H11OS overall at a distorted geometry (ωB97M-V with the def2-TZVPD basis set).

Geometry as XYZ:
```
17
Properties=species:S:1:pos:R:3:mulliken_charge:R:1
C 2.5977 -1.8411 -2.1528 -0.480
C -2.7416 1.1181 1.5698 -0.951
C -0.1499 0.4242 1.3758 -0.856
C 2.6723 -0.6910 -1.5580 -0.566
O -1.8068 0.3575 -0.6841 -0.397
S -1.7292 -0.1850 0.8624 0.562
H -1.2483 0.0278 -1.3499 0.353
H 2.8167 -2.7942 -1.5892 0.206
H 2.2780 -1.9590 -3.1432 0.281
H -3.7150 0.9386 1.0441 0.340
H -2.3652 2.0853 1.4235 0.385
H -2.8751 1.0633 2.5703 0.469
H -0.0184 1.3222 0.8065 0.379
H 0.6912 -0.2239 1.1807 0.312
H -0.1040 0.7815 2.3761 0.397
H 3.0906 -0.6528 -0.5611 0.302
H 2.6071 0.2285 -2.1708 0.264
```

Calculated values
E_HOMO: -0.4894 Eh
energy: -632.07675 hartree
net charge: +1


Entry from the Open Molecules 2025 dataset: a 2-piece molecular cluster, C4H11P overall at a distorted geometry (ωB97M-V with the def2-TZVPD basis set).

Geometry as XYZ:
```
16
Properties=species:S:1:pos:R:3:mulliken_charge:R:1
C 2.7552 -0.7885 0.0673 -0.747
C -2.1965 -0.4199 0.1929 -1.075
C 0.0268 1.9576 -0.3115 -1.007
C -0.7174 -0.8995 0.1770 -0.750
P 0.3082 0.5266 0.9669 0.126
H 2.6999 -1.5609 0.8492 0.250
H 1.8424 -0.8031 -0.6497 0.211
H -2.6932 -0.3681 1.2349 0.288
H -2.4350 0.3866 -0.4404 0.398
H -2.7017 -1.2901 -0.4015 0.287
H -0.4013 1.4614 -1.1136 0.336
H -0.4564 2.6523 0.2480 0.303
H 0.9933 2.4000 -0.4710 0.345
H -0.1948 -1.0214 -0.8421 0.336
H -0.6773 -1.7230 0.7526 0.455
H 3.8477 -0.5099 -0.2590 0.246
```

Calculated values
E_HOMO (alpha / beta): -0.2773 / -0.3057 Eh
energy: -500.17750 hartree
net charge: 0


Entry from the Open Molecules 2025 dataset: C4H11PS as an isolated structure at a distorted geometry (ωB97M-V with the def2-TZVPD basis set).

Geometry as XYZ:
```
17
Properties=species:S:1:pos:R:3:mulliken_charge:R:1
C -0.1589 -0.7290 2.2943 -0.940
C 0.6277 -1.8119 -0.1321 -1.107
C -0.2875 0.8747 0.0233 -1.005
C -0.5619 1.1353 -1.8922 -0.610
P -0.8346 -0.8267 0.4896 0.146
S -0.4008 2.7454 -2.4987 -0.189
H 0.8087 -1.2391 2.2594 0.275
H -0.7844 -1.3021 2.9846 0.316
H -0.0318 0.3285 2.6027 0.301
H 0.2656 -1.9746 -1.1046 0.363
H 0.5578 -2.7963 0.5473 0.344
H 1.5579 -1.1518 -0.0191 0.325
H -0.9089 1.6322 0.3724 0.510
H 0.7980 1.0087 0.0774 0.476
H 0.2605 0.4551 -2.2354 0.344
H -1.5540 0.7408 -2.1801 0.339
H 0.6466 2.9108 -1.5887 0.112
```

Calculated values
E_HOMO: -0.3168 Eh
energy: -898.45209 hartree
net charge: 0


Entry from the Open Molecules 2025 dataset: a 2-piece molecular cluster, C4H11S overall at a distorted geometry (ωB97M-V with the def2-TZVPD basis set).

Geometry as XYZ:
```
16
Properties=species:S:1:pos:R:3:mulliken_charge:R:1
C -1.4528 3.6275 1.0534 -0.804
S -0.3074 2.3390 0.4572 -0.653
H -2.2827 3.7723 0.3631 0.188
H -0.9548 4.5942 1.1904 0.199
H -1.8467 3.3813 2.0474 0.194
C 1.8695 -1.5948 -0.1500 -1.146
C 0.3979 -1.2219 -0.0596 0.174
C -0.4577 -1.9285 -1.1092 -1.172
H 2.2631 -1.6043 -1.1727 0.305
H 2.4798 -0.9016 0.4290 0.316
H 2.0108 -2.6153 0.2146 0.290
H 0.0800 -1.4320 0.9580 0.306
H 0.2240 -0.1487 -0.1705 -0.122
H -1.4973 -1.6182 -0.9832 0.306
H -0.4230 -3.0151 -0.9839 0.310
H -0.1026 -1.6339 -2.0840 0.307
```

Calculated values
E_HOMO: -0.0781 Eh
energy: -557.19922 hartree
net charge: -1


Entry from the Open Molecules 2025 dataset: a 2-piece molecular cluster, C4H11S2 overall at a distorted geometry (ωB97M-V with the def2-TZVPD basis set).

Geometry as XYZ:
```
17
Properties=species:S:1:pos:R:3:mulliken_charge:R:1
C -2.1947 -2.0584 -0.5603 -0.753
S -1.7505 -2.4381 1.1516 -0.153
C -0.9921 -0.8255 1.5976 -0.576
H -2.7931 -2.8905 -0.9258 0.295
H -1.3339 -1.9065 -1.2008 0.255
H -2.8104 -1.1627 -0.5551 0.254
H -1.5827 -0.0403 1.1432 0.157
H -1.0747 -0.7611 2.6821 0.328
H 0.0357 -0.8571 1.2669 0.131
C 2.4229 1.9989 -0.2199 -1.008
C 1.3483 1.1901 -0.9841 -0.445
S -0.3414 1.7454 -0.6344 -0.690
H 2.4789 1.6138 0.7970 0.230
H 2.1220 3.0421 -0.1732 0.256
H 3.4082 1.9568 -0.6928 0.320
H 1.4792 0.1522 -0.6462 0.132
H 1.5782 1.2408 -2.0456 0.268
```

Calculated values
E_HOMO: -0.0892 Eh
energy: -955.39043 hartree
net charge: -1


The following ΔE to the lowest compared entry with this formula, charge and spin values (in eV) correspond, in order, to the records above: 0.331, 0.000, 2.769, 3.495, 0.496, 0.878, 4.130, 2.245, 0.640, 0.340.